# 1
Below is a structure of composition C40H46N8RuSbSe4 at a distorted geometry, with properties calculated with the ωB97M-V functional and the def2-TZVPD basis.

Structure (XYZ):
```
100
Properties=species:S:1:pos:R:3:forces:R:3
Ru -1.31311 1.27931 1.81255 -0.8 1.2 2.5
C -2.00431 4.98007 -0.36031 0.0 0.0 0.0
C -0.84079 5.71105 -0.19105 0.1 0.1 0.1
C 0.26894 5.05462 0.28647 0.1 0.1 0.0
C 0.20363 3.70590 0.64023 0.3 -0.2 0.1
N -0.94606 3.00851 0.53486 0.2 -0.2 -0.3
C -2.00073 3.65253 0.00203 0.0 -0.1 -0.2
N 1.42625 3.14639 1.01405 -0.3 0.2 -0.8
C 1.57802 2.07194 1.67408 0.0 0.0 0.7
N 0.62928 1.35487 2.37035 0.5 -0.3 -0.3
C 1.23379 0.36603 3.07764 0.2 0.5 0.1
N 0.71681 -0.49685 3.87879 -0.4 -0.5 0.3
C -0.63246 -0.52779 4.22808 0.4 0.3 -0.2
C -0.96407 -1.45231 5.22529 0.1 0.0 0.2
C -2.24643 -1.52805 5.71053 0.1 -0.1 0.0
C -3.20202 -0.65539 5.20293 0.0 0.1 0.0
C -2.82233 0.21593 4.21002 0.0 0.0 0.1
N -1.58184 0.26534 3.69135 0.0 -0.8 -0.6
C 2.69795 0.39661 2.78675 -0.3 -0.1 0.2
C 3.73357 -0.41995 3.19020 0.1 -0.1 0.1
C 4.99695 -0.17300 2.65706 -0.1 0.0 0.0
C 5.20536 0.88213 1.77237 -0.1 0.1 0.0
C 4.15626 1.71995 1.39827 0.2 0.1 0.0
C 2.91029 1.45047 1.91994 -0.3 0.1 -0.2
H -2.90504 5.42088 -0.76435 0.0 0.0 0.0
H -0.80010 6.76420 -0.43949 0.0 0.0 0.0
H 1.22182 5.54563 0.42517 0.0 0.0 -0.1
H -2.88263 3.05530 -0.16895 0.0 0.0 0.1
H -0.16556 -2.07452 5.60408 0.0 0.0 0.0
H -2.50415 -2.24473 6.48018 0.0 0.0 0.0
H -4.21928 -0.64606 5.56754 0.0 0.0 0.0
H -3.53196 0.92524 3.81609 0.0 0.0 -0.1
H 3.56232 -1.22211 3.89810 0.0 0.0 0.0
H 5.83051 -0.81089 2.92228 0.0 0.0 0.0
H 6.19562 1.04610 1.36723 0.0 0.0 0.0
H 4.30027 2.54601 0.71327 0.0 0.0 0.0
Se -1.68968 3.31372 3.54013 0.2 -1.0 -0.7
Se -3.69911 4.17601 2.87072 -0.4 0.2 -0.3
Se -5.02149 2.46208 1.95557 -0.1 0.2 0.3
Se -3.61140 0.92333 1.03501 0.4 0.1 -0.1
N 4.46702 -7.96005 2.16436 0.0 0.0 0.0
C 3.73462 -7.08606 2.02567 -0.1 0.2 -0.1
C 2.79986 -5.99804 1.85334 0.1 -0.2 0.0
C 2.99554 -4.79769 2.52884 0.1 0.1 0.0
C 2.07594 -3.77283 2.39502 0.1 0.1 0.1
C 0.96169 -3.95982 1.59199 -0.1 0.0 0.1
C 0.77258 -5.14166 0.89195 0.0 -0.1 0.0
C 1.69520 -6.16460 1.02190 -0.1 0.0 0.0
N -0.02229 -2.93873 1.52739 -0.1 -0.2 -0.2
C -1.38827 -3.10463 1.67147 0.1 0.1 0.0
C -1.92625 -1.86863 1.52892 0.2 -0.1 -0.1
N -0.91994 -0.94839 1.27686 -0.6 0.6 -0.1
C 0.19564 -1.62883 1.29240 0.3 0.1 -0.2
H 3.85925 -4.67823 3.16877 0.0 0.0 0.0
H 2.19349 -2.83690 2.92910 0.0 -0.1 0.0
H -0.09070 -5.25315 0.24876 0.0 0.0 0.0
H 1.56320 -7.09306 0.48371 0.0 0.0 0.0
H -1.83353 -4.05620 1.90359 0.1 0.0 0.0
H -2.96190 -1.58710 1.60105 0.0 0.0 0.0
H 1.18390 -1.23000 1.12440 0.0 -0.1 0.0
C -3.15005 1.87420 -3.68957 0.0 0.1 0.0
C -1.64168 2.01551 -3.88755 0.3 -0.3 0.0
C -1.22185 3.46838 -3.66967 -0.2 0.0 0.0
C -1.26388 1.61681 -5.31336 -0.1 0.2 0.0
Sb -0.75024 0.82224 -2.22273 -0.1 -0.1 -0.1
C 1.43836 0.80937 -2.62296 -0.4 -0.2 -0.3
C 1.93301 2.24503 -2.48409 0.1 0.0 0.0
C 1.79485 0.25710 -4.00115 0.2 0.0 0.2
C 2.07413 -0.04849 -1.52700 0.1 0.2 0.0
C -1.42421 -1.25660 -2.72328 0.2 0.4 -0.2
C -2.76465 -1.39620 -2.00531 0.0 -0.1 0.0
C -1.59954 -1.54548 -4.21085 -0.1 -0.1 0.1
C -0.42269 -2.25122 -2.14635 -0.1 -0.1 0.0
H -3.67799 2.56259 -4.36222 0.0 0.0 0.0
H -3.45162 2.11546 -2.66514 0.0 0.0 0.0
H -3.49456 0.86361 -3.91652 0.0 0.0 0.0
H -1.85600 4.12899 -4.27632 0.0 0.0 0.0
H -0.19072 3.63615 -3.97728 0.0 0.0 0.0
H -1.32158 3.78119 -2.62960 0.0 0.0 0.0
H -1.85061 2.22104 -6.02005 0.0 0.0 0.0
H -1.46530 0.57383 -5.53448 0.0 0.0 0.0
H -0.21293 1.81540 -5.52008 0.0 0.0 0.0
H 1.49872 2.90156 -3.23654 0.0 0.0 0.0
H 3.02359 2.26749 -2.61639 0.0 0.0 0.0
H 1.71521 2.65827 -1.49686 0.0 0.0 0.0
H 1.42995 0.90175 -4.79846 0.0 0.0 0.0
H 1.38483 -0.74254 -4.15809 0.0 0.0 0.0
H 2.88699 0.18873 -4.10577 0.0 0.0 0.0
H 1.67717 0.20999 -0.53905 0.0 0.0 0.0
H 3.15784 0.12751 -1.49793 0.0 0.0 0.0
H 1.91673 -1.11233 -1.69668 0.0 0.0 0.0
H -3.47490 -0.62040 -2.29762 0.0 0.0 0.0
H -2.63734 -1.33232 -0.92437 0.0 0.0 0.0
H -3.21674 -2.37058 -2.23607 0.0 0.0 0.0
H -2.41933 -0.96934 -4.63992 0.0 0.0 0.0
H -1.84383 -2.60842 -4.34731 0.0 0.0 0.0
H -0.69187 -1.34155 -4.78012 0.0 0.0 0.0
H -0.15951 -2.00667 -1.11741 0.0 0.0 0.0
H 0.49287 -2.28354 -2.73880 0.0 0.0 0.0
H -0.85876 -3.26043 -2.15160 0.0 0.0 0.0
```
Positions in Å, forces in eV/Å.

The value obtained for the energy relative to the best compared isomer or geometry (same formula, charge and spin) is 20.6 kcal/mol. The expectation value of S² is 0.76. The largest force on an atom is 0.0553 hartree/bohr. The total energy comes out at -324654.5233 eV. The spin multiplicity is 2. The LUMO energy (spin up / spin down) comes out at -0.62 / -1.81 eV.

---

# 2
Below is a structure of composition C40H47BI2IrN8O3S3, with properties calculated with the ωB97M-V functional and the def2-TZVPD basis.

Structure (XYZ):
```
105
Properties=species:S:1:pos:R:3:forces:R:3
Ir -0.65101 0.16271 0.04438 -0.1 -0.1 -0.1
C -0.35297 5.35206 1.12544 0.0 0.0 0.0
C 0.77457 4.41227 0.84844 -0.1 0.0 0.0
C 2.02209 4.79351 0.44627 0.1 0.0 0.0
C 3.03352 3.83736 0.15987 0.0 0.1 0.0
N 2.81093 2.56021 0.32425 0.0 -0.2 0.1
N 1.60243 2.19656 0.74306 -0.1 0.1 0.0
B 1.28886 0.72304 1.05605 0.1 0.1 0.2
N 2.55007 -0.10032 0.73413 -0.1 -0.1 -0.2
N 3.56467 0.00290 1.60011 0.0 0.0 0.0
C 4.71110 -0.50886 1.25122 0.0 -0.1 -0.1
C 4.87333 -1.14422 -0.01699 0.0 0.0 0.1
C 3.83384 -1.25896 -0.88700 0.0 0.0 -0.1
C 3.91385 -1.91731 -2.22587 0.0 0.0 0.0
C 2.60654 -0.69779 -0.44276 -0.2 0.1 0.1
S 1.13659 -0.76187 -1.31459 0.2 0.2 0.1
C 5.86162 -0.41948 2.23454 0.0 0.0 0.0
C 7.04162 0.29996 1.56621 0.0 0.0 0.0
C 5.44395 0.35439 3.48304 0.0 0.0 0.0
C 6.27511 -1.84686 2.62490 0.0 0.0 0.0
N 1.04706 0.48942 2.59988 0.1 0.2 -0.1
N 1.61623 1.33980 3.43153 0.0 0.0 0.0
C 1.51204 1.10535 4.72478 0.0 0.0 0.0
C 0.87460 -0.06146 5.19517 0.0 0.0 0.0
C 0.28387 -0.94232 4.32451 0.0 0.0 0.0
C -0.43230 -2.18048 4.76126 0.0 0.0 0.0
C 0.36486 -0.58192 2.96563 -0.1 -0.2 0.2
S -0.46002 -1.45844 1.69745 0.1 0.2 -0.1
C 2.08211 2.13812 5.67670 0.0 0.0 0.0
C 0.92392 2.68263 6.52807 0.0 0.0 0.0
C 2.73432 3.28803 4.90938 0.0 0.0 0.0
C 3.12345 1.46883 6.58539 0.0 0.0 0.0
C 0.58398 3.01775 0.95241 0.1 -0.1 0.0
S -0.89899 2.21562 1.29865 0.0 -0.1 -0.1
C 4.42786 4.24235 -0.28956 0.0 0.0 0.0
C 5.10725 3.08280 -1.02173 0.0 0.0 0.0
C 4.36686 5.45799 -1.22185 0.0 0.0 0.0
C 5.22418 4.58995 0.97752 0.0 0.0 0.0
H -0.08402 6.37538 0.87600 0.0 0.0 0.0
H -0.63015 5.31509 2.18135 0.0 0.0 0.0
H -1.23133 5.06619 0.54356 0.0 0.0 0.0
H 2.23889 5.84548 0.32032 0.0 0.0 0.0
H 5.83889 -1.55424 -0.28291 0.0 0.0 0.0
H 4.90708 -2.32117 -2.40526 0.0 0.0 0.0
H 3.67572 -1.20177 -3.01541 0.0 0.0 0.0
H 3.18707 -2.72907 -2.29603 0.0 0.0 0.0
H 6.76776 1.31518 1.27145 0.0 0.0 0.0
H 7.40740 -0.22806 0.68471 0.0 0.0 0.0
H 7.86958 0.36541 2.27198 0.0 0.0 0.0
H 5.15155 1.37585 3.23186 0.0 0.0 0.0
H 6.28248 0.39475 4.17840 0.0 0.0 0.0
H 4.59993 -0.12434 3.98220 0.0 0.0 0.0
H 6.59863 -2.42928 1.76088 0.0 0.0 0.0
H 5.45120 -2.37639 3.10671 0.0 0.0 0.0
H 7.10893 -1.80731 3.32567 0.0 0.0 0.0
H 0.83084 -0.25352 6.25895 0.0 0.0 0.0
H -0.35584 -2.31080 5.83768 0.0 0.0 0.0
H -0.01256 -3.06192 4.27360 0.0 0.0 0.0
H -1.48547 -2.11800 4.48650 0.0 0.0 0.0
H 0.16488 3.15765 5.90383 0.0 0.0 0.0
H 1.30778 3.42996 7.22224 0.0 0.0 0.0
H 0.44375 1.90071 7.11857 0.0 0.0 0.0
H 2.01508 3.79701 4.26630 0.0 0.0 0.0
H 3.55618 2.93361 4.28618 0.0 0.0 0.0
H 3.12821 4.01211 5.62228 0.0 0.0 0.0
H 2.69193 0.67056 7.19037 0.0 0.0 0.0
H 3.53022 2.21258 7.27015 0.0 0.0 0.0
H 3.94987 1.05700 6.00419 0.0 0.0 0.0
H 4.54438 2.79644 -1.91189 0.0 0.0 0.0
H 5.20016 2.20605 -0.38015 0.0 0.0 0.0
H 6.10532 3.39141 -1.33305 0.0 0.0 0.0
H 3.70702 5.27282 -2.07137 0.0 0.0 0.0
H 5.36487 5.66179 -1.60824 0.0 0.0 0.0
H 4.03563 6.36177 -0.70964 0.0 0.0 0.0
H 5.30577 3.71875 1.63206 0.0 0.0 0.0
H 4.75669 5.40121 1.53919 0.0 0.0 0.0
H 6.23061 4.90863 0.70350 0.0 0.0 0.0
I -0.54221 3.71368 -3.69717 0.0 0.0 -0.1
C -1.21218 1.75222 -3.74532 0.0 0.1 0.0
C -1.73997 1.19314 -4.92537 0.0 0.0 0.0
C -2.21159 -0.09391 -4.96017 0.0 0.1 -0.1
I -2.99149 -0.83790 -6.74210 0.0 0.0 0.0
C -2.15809 -0.88919 -3.78896 0.0 -0.1 0.0
C -2.62374 -2.21659 -3.67419 0.0 0.0 0.0
C -2.52934 -2.89369 -2.48425 0.0 0.0 0.0
C -1.95030 -2.26213 -1.38183 0.0 0.0 0.0
N -1.51085 -1.02186 -1.45484 -0.1 0.0 -0.1
C -1.60540 -0.31004 -2.62739 -0.1 -0.2 0.1
C -1.14737 1.02511 -2.58331 0.1 0.1 0.2
O -0.70284 1.52589 -1.43421 -0.1 -0.1 -0.3
H -1.77976 1.80398 -5.81669 0.0 0.0 0.0
H -3.06007 -2.69784 -4.53955 0.0 0.0 0.0
H -2.88624 -3.90814 -2.38563 0.0 0.0 0.0
H -1.83836 -2.77160 -0.43289 0.0 0.0 0.0
O -3.53198 1.47151 -1.19201 0.1 0.0 -0.1
C -3.67912 0.98964 -0.11054 -0.1 0.1 0.1
C -4.95856 0.94543 0.69671 0.0 -0.1 0.0
C -4.59130 0.20016 1.97078 0.0 0.0 0.1
C -3.12419 -0.11185 1.80514 -0.1 0.2 -0.2
O -2.46747 -0.71543 2.66184 0.0 -0.1 0.1
N -2.64556 0.34978 0.63068 0.0 -0.1 0.1
H -5.72290 0.43951 0.10842 0.0 0.0 0.0
H -5.30411 1.96418 0.86538 0.0 0.0 0.0
H -5.12979 -0.73856 2.10254 0.0 0.0 0.0
H -4.72767 0.77901 2.88368 0.0 0.0 0.0
```
Positions in Å, forces in eV/Å.

The value obtained for the energy relative to the best compared isomer or geometry (same formula, charge and spin) is 22.5 kcal/mol. The expectation value of S² is 0.76. The largest force on an atom is 0.0068 hartree/bohr. The total energy comes out at -112520.0751 eV. The spin multiplicity is 2. The total charge is +2. The LUMO energy (spin up / spin down) comes out at -5.90 / -7.55 eV.

---

# 3
Below is a structure of composition C40H47BrN7OS3V at a distorted geometry, with properties calculated with the ωB97M-V functional and the def2-TZVPD basis.

Structure (XYZ):
```
100
Properties=species:S:1:pos:R:3:forces:R:3
V 0.21726 -0.47885 1.04341 -1.4 -0.1 1.7
C 2.01475 -1.11016 3.76275 0.1 -0.3 0.0
N 0.62263 -0.87943 3.31668 -0.2 0.0 0.2
C -0.08837 -2.16688 3.44503 0.0 0.0 0.1
C 0.35970 -3.13950 2.37105 -0.1 0.0 0.0
N -0.15155 -2.73987 1.03619 0.0 -0.2 0.2
C 0.66388 -3.41345 0.01157 0.1 0.0 0.0
C -1.56193 -3.11085 0.90618 0.0 0.0 0.0
C -1.89947 -4.44761 0.71129 -0.1 0.0 0.0
C -3.21825 -4.84775 0.59253 0.0 0.0 0.0
C -4.22183 -3.88851 0.67909 0.0 0.0 0.0
C -3.89524 -2.56455 0.88789 0.0 0.0 0.0
C -2.56282 -2.13441 1.01087 0.1 0.0 0.1
S -2.20347 -0.45000 1.30210 -0.5 -0.1 0.0
C 0.05093 0.22290 4.10401 0.1 -0.2 0.0
C -1.15675 0.06585 4.78776 0.1 0.0 -0.1
C -1.73159 1.08456 5.53108 0.1 0.0 0.0
C -1.07045 2.30223 5.60939 0.0 0.0 0.0
C 0.13383 2.45899 4.95619 0.1 0.0 0.0
C 0.75468 1.45040 4.18629 0.1 0.3 0.0
S 2.26362 1.85179 3.40683 -0.1 0.6 0.0
H 2.01557 -1.29644 4.84350 0.0 -0.1 0.0
H 2.61706 -0.23243 3.54329 0.0 -0.2 0.0
H 2.44061 -1.96544 3.24687 0.0 0.0 0.0
H -1.15852 -2.02299 3.32764 -0.1 0.1 0.0
H 0.09215 -2.60713 4.43714 0.0 0.0 0.0
H 0.00951 -4.15045 2.62037 0.0 0.0 0.0
H 1.44519 -3.17288 2.29720 0.0 0.0 0.0
H 0.75551 -4.48722 0.20788 0.0 0.0 0.0
H 1.66378 -2.98191 0.01657 0.0 0.0 0.0
H 0.20949 -3.27223 -0.96824 0.0 0.0 0.0
H -1.11996 -5.19618 0.65339 0.0 0.0 0.0
H -3.45797 -5.89105 0.43583 0.0 0.0 0.0
H -5.26087 -4.17887 0.58589 0.0 0.0 0.0
H -4.67136 -1.81411 0.96594 0.0 0.0 0.0
H -1.69920 -0.86173 4.74615 0.0 -0.2 -0.1
H -2.67819 0.91875 6.02984 0.0 0.0 0.0
H -1.48714 3.12242 6.18315 0.0 0.0 0.0
H 0.66487 3.40010 5.01411 0.0 0.0 0.0
Br 8.16467 -5.44237 -3.07654 0.0 0.0 0.0
C 6.96127 -4.10013 -3.67337 0.0 0.0 0.0
C 5.60098 -4.24826 -3.43957 0.1 0.0 0.0
C 4.72694 -3.26713 -3.86384 -0.2 0.1 -0.1
C 5.19780 -2.13668 -4.53685 0.2 -0.1 0.1
C 6.55853 -2.03170 -4.79519 0.0 0.1 0.0
C 7.44792 -2.99812 -4.34978 0.0 0.0 0.0
N 4.33592 -1.19753 -5.17457 -0.2 -0.2 -0.1
N 3.34835 -0.68030 -4.61293 0.0 0.2 -0.1
C 3.11732 -0.69835 -3.23650 0.1 -0.1 0.2
C 4.10894 -0.71048 -2.24827 -0.1 0.1 -0.2
C 3.82298 -0.66823 -0.89983 0.0 0.2 0.0
C 2.48820 -0.59025 -0.46270 0.0 -0.4 0.2
O 2.10508 -0.67854 0.75285 1.8 -0.1 -0.4
C 1.45825 -0.53097 -1.46384 -0.1 -0.1 -0.2
N 0.18676 -0.53734 -0.95910 0.1 -0.2 -1.7
C -0.81842 -0.62268 -1.82349 0.1 0.1 0.3
C -0.61477 -0.64799 -3.20668 0.1 0.0 -0.2
C 0.65578 -0.62233 -3.72568 -0.1 0.0 0.1
C 1.75271 -0.58729 -2.83657 0.1 0.0 0.1
H 5.22966 -5.12258 -2.92393 0.0 0.0 0.0
H 3.66635 -3.37732 -3.68043 0.0 0.0 0.0
H 6.91422 -1.17599 -5.35377 0.0 0.0 0.0
H 8.50715 -2.90065 -4.54188 0.0 0.0 0.0
H 5.14428 -0.71958 -2.56018 0.0 0.0 0.0
H 4.61128 -0.65643 -0.16045 0.0 0.0 0.0
H -1.81111 -0.63815 -1.38999 0.0 0.0 0.0
H -1.47638 -0.69804 -3.86008 0.0 0.0 0.0
H 0.83747 -0.65503 -4.79053 0.0 0.0 0.0
C -3.77259 3.30536 3.22358 0.0 0.0 0.0
C -4.86057 3.50323 2.17026 0.0 0.0 0.0
C -4.33576 3.72991 0.75235 0.0 0.0 0.0
C -3.57309 2.53529 0.17657 0.0 0.0 0.1
N -2.17308 2.53602 0.58365 0.0 0.1 -0.2
C -1.02050 2.31822 -0.05921 0.0 -0.2 0.0
S 0.35123 2.00501 0.93616 0.3 0.6 0.1
N -0.81395 2.35851 -1.38394 -0.1 0.0 0.0
C -1.69908 2.53891 -2.52490 0.0 0.1 0.1
C -2.19785 3.97281 -2.71391 0.0 0.0 0.0
C -1.19211 4.90858 -3.38248 0.0 0.0 0.0
C 0.02358 5.24194 -2.52301 0.0 0.0 0.0
H -4.19199 3.34223 4.22834 0.0 0.0 0.0
H -3.00479 4.07761 3.15469 0.0 0.0 0.0
H -3.28012 2.33487 3.13751 0.0 0.0 0.0
H -5.48830 4.35535 2.44481 0.0 0.0 0.0
H -5.51480 2.62609 2.16436 0.0 0.0 0.0
H -3.67560 4.60211 0.74057 0.0 0.0 0.0
H -5.17836 3.95769 0.09378 0.0 0.0 0.0
H -3.64830 2.51928 -0.89892 0.1 0.1 -0.3
H -4.01359 1.59995 0.53745 0.0 0.0 -0.1
H -2.02762 2.37604 1.57267 0.0 0.1 0.0
H 0.14779 2.13169 -1.59351 -0.1 0.0 0.1
H -2.52765 1.83431 -2.46846 -0.1 0.0 0.0
H -1.11444 2.23789 -3.39753 0.0 0.0 0.0
H -2.47501 4.38457 -1.74135 -0.1 0.0 0.1
H -3.11144 3.93743 -3.31426 0.0 0.0 0.0
H -1.70879 5.83572 -3.64340 0.0 0.0 0.0
H -0.86409 4.46306 -4.32711 0.0 0.0 0.0
H -0.28144 5.66004 -1.56273 0.0 0.0 0.0
H 0.66182 5.97150 -3.02138 0.0 0.0 0.0
H 0.63224 4.36422 -2.31157 0.0 0.0 0.0
```
Positions in Å, forces in eV/Å.

The value obtained for the energy relative to the best compared isomer or geometry (same formula, charge and spin) is 0.0 kcal/mol. The expectation value of S² is 3.79. The largest force on an atom is 0.0430 hartree/bohr. The total energy comes out at -182960.6039 eV. The spin multiplicity is 4. The total charge is -1. The LUMO energy (spin up / spin down) comes out at 1.88 / 1.78 eV.

---

Q: Among the records above, which one has the highest energy relative to the best compared isomer or geometry (same formula, charge and spin)?
A: C40H47BI2IrN8O3S3